14
Properties=species:S:1:pos:R:3 method="wB97M-V/def2-TZVPD" relative_energy_kcal_mol=67.1 multiplicity=1 smiles="C=NC.NC=O" total_charge=0 homo_energy_ev=-8.51
C -0.23148 0.58864 1.32351
N -0.19467 1.82770 1.09937
C 1.03461 2.46306 0.70041
H -0.83687 -0.31399 1.29564
H 0.79784 0.23695 1.62747
H 1.88287 2.10989 1.33315
H 1.38496 2.17255 -0.28584
H 0.87946 3.53435 0.84635
N -1.16158 -2.71219 -1.50479
C -0.34772 -1.64130 -1.27697
O 0.41654 -1.46679 -0.36440
H -2.08521 -2.42568 -1.77979
H -0.98860 -3.56080 -0.99252
H -0.55016 -0.81239 -2.02158



14
Properties=species:S:1:pos:R:3 method="wB97M-V/def2-TZVPD" relative_energy_kcal_mol=99.0 multiplicity=1 total_charge=0 homo_energy_ev=-8.53
C 0.85469 1.80316 0.12497
N 0.28174 0.48440 0.03991
C 0.14064 -1.15158 -1.21944
C -0.49594 0.03445 0.99148
O -0.88290 0.45390 2.07662
N -0.91379 -1.29133 0.46870
H 0.52474 2.28988 1.05189
H 1.95188 1.76393 0.12291
H 0.53894 2.42386 -0.72478
H -0.52377 -1.94291 -1.57437
H 0.22337 -0.38463 -1.98358
H 1.10445 -1.54444 -0.91795
H -1.92329 -1.32223 0.32738
H -0.67464 -2.04288 1.11662



14
Properties=species:S:1:pos:R:3 method="wB97M-V/def2-TZVPD" relative_energy_kcal_mol=6.4 multiplicity=1 smiles="CNC(=O)NC" total_charge=0 homo_energy_ev=-9.41
C -2.38925 0.41777 0.15989
N -1.07525 0.00303 0.60244
C -0.00665 0.03061 -0.27105
O -0.07136 0.48870 -1.40064
N 1.15094 -0.50487 0.26580
C 2.40730 -0.28977 -0.42635
H -2.90856 0.92889 0.97696
H -3.00512 -0.42283 -0.18676
H -2.25474 1.11203 -0.67041
H -1.04166 -0.68059 1.34360
H 1.20243 -0.49099 1.27426
H 2.82658 0.70898 -0.24396
H 3.13006 -1.04555 -0.10645
H 2.23257 -0.39324 -1.49739



14
Properties=species:S:1:pos:R:3 method="wB97M-V/def2-TZVPD" relative_energy_kcal_mol=50.2 multiplicity=1 smiles="NCNCC=O" total_charge=0 homo_energy_ev=-8.99
N -1.96312 1.08483 1.01246
C -1.30506 0.05388 0.26677
N 0.15503 0.20735 0.23319
C 0.96026 -0.78063 -0.47164
C 2.35890 -0.19492 -0.88220
O 3.26782 -0.90237 -1.18097
H -2.97166 1.03880 0.87741
H -1.65503 2.03677 0.89614
H -1.82349 -0.15902 -0.67668
H -1.45591 -0.90369 0.79618
H 0.33113 0.23475 1.23390
H 1.17653 -1.70944 0.06682
H 0.47457 -0.94118 -1.43677
H 2.45003 0.93489 -0.73460



14
Properties=species:S:1:pos:R:3 method="wB97M-V/def2-TZVPD" relative_energy_kcal_mol=106.6 multiplicity=1 smiles=N[C@@H]1NC[C@H]1O total_charge=0 homo_energy_ev=-9.28
N -1.84571 0.10920 0.03553
C -0.54137 -0.26208 0.56859
N 0.32493 0.88506 0.84127
C 1.17366 0.75337 -0.34030
C 0.37602 -0.80645 -0.55556
O 1.20541 -1.84816 -0.32934
H -2.44836 0.44874 0.77824
H -2.30463 -0.70031 -0.37194
H -0.58528 -0.94617 1.42862
H -0.16297 1.76874 0.92141
H 0.91167 1.36477 -1.20622
H 2.24272 0.88605 -0.13622
H -0.09324 -0.82460 -1.54771
H 1.74714 -0.82816 -0.08638



14
Properties=species:S:1:pos:R:3 method="wB97M-V/def2-TZVPD" relative_energy_kcal_mol=44.3 multiplicity=1 smiles="CC(=O)NCN" total_charge=0 homo_energy_ev=-9.40
C 0.66628 -2.01848 -0.89272
C 0.63641 -0.61350 -0.29934
O 1.54366 -0.03784 0.31212
N -0.71314 -0.06304 -0.52065
C -0.72556 1.31089 0.03417
N -1.20574 1.49346 1.36730
H 0.89639 -2.71670 -0.24236
H -0.19398 -2.36238 -1.48095
H 1.44460 -2.01369 -1.57280
H -1.16700 -0.36769 -1.37588
H 0.28002 1.61282 0.28160
H -1.22919 1.95543 -0.74119
H -1.79383 0.66216 1.50831
H -0.61688 1.44641 2.14710



14
Properties=species:S:1:pos:R:3 method="wB97M-V/def2-TZVPD" relative_energy_kcal_mol=152.5 multiplicity=1 total_charge=0 homo_energy_ev="-9.65 / -8.72"
C -0.55332 -0.98745 1.39296
C -0.65326 0.26175 -2.17880
C 0.72622 -0.34013 0.93212
N -1.45114 0.02489 -1.28703
N 0.39476 1.06649 0.72792
O 1.24757 1.57006 -0.21703
H -1.19205 -1.32257 0.68905
H -0.34077 -1.74044 2.06320
H -1.17935 -0.18555 1.92048
H 0.34799 0.24655 -1.85866
H 0.90103 2.31090 -0.69165
H -0.99880 0.14174 -3.17805
H 1.50804 -0.30910 1.66117
H 1.24309 -0.73715 0.02431



14
Properties=species:S:1:pos:R:3 method="wB97M-V/def2-TZVPD" relative_energy_kcal_mol=37.2 multiplicity=1 smiles="[H]/N=C/N.CC=O" total_charge=0 homo_energy_ev=-8.98
H 3.29413 0.08106 -1.05252
N 2.50355 -0.32090 -0.55485
C 2.30654 0.48261 0.42253
N 1.16150 0.55314 1.15622
H 2.99756 1.30771 0.62301
H 1.14180 1.06328 2.01212
H 0.45457 -0.15649 1.06033
C -2.25652 0.17835 -0.63079
C -1.70994 -1.19494 -0.39054
O -1.00834 -1.44926 0.56020
H -1.43422 0.71750 -1.10886
H -2.54783 0.58362 0.32875
H -3.14738 0.13287 -1.25942
H -1.75540 -1.97856 -1.16619



14
Properties=species:S:1:pos:R:3 method="wB97M-V/def2-TZVPD" relative_energy_kcal_mol=56.4 multiplicity=1 smiles="NCNCC=O" total_charge=0 homo_energy_ev=-9.59
N 2.07790 -1.42894 0.14950
C 0.71122 -1.05994 0.37343
N 0.33592 0.36847 0.33521
C -1.09528 0.72430 0.18696
C -1.38158 1.84040 -0.72956
O -2.24236 2.70785 -0.69433
H 2.32221 -1.08643 -0.78338
H 2.21632 -2.39709 -0.01533
H 0.13608 -1.35942 -0.53975
H 0.36320 -1.58449 1.26910
H 0.66821 0.71800 1.21303
H -1.67214 0.95720 1.10773
H -1.66968 -0.17246 -0.18596
H -0.77002 1.77256 -1.68665



14
Properties=species:S:1:pos:R:3 method="wB97M-V/def2-TZVPD" relative_energy_kcal_mol=58.7 multiplicity=1 total_charge=0 homo_energy_ev=-9.37
C -0.17819 1.35050 0.37908
C -0.45120 -0.08216 0.04550
C 0.69441 -1.05660 0.10425
N 1.83030 -0.57262 -0.66550
N -1.57350 -0.56931 -0.27345
O -2.66196 0.31040 -0.29975
H 0.49932 1.42621 1.22738
H -1.11159 1.85971 0.60649
H 0.28115 1.83559 -0.48145
H 0.36407 -2.00489 -0.32435
H 0.93217 -1.22743 1.17129
H 2.21980 0.26147 -0.23973
H 2.55830 -1.27716 -0.69182
H -3.40309 -0.25372 -0.55795



14
Properties=species:S:1:pos:R:3 method="wB97M-V/def2-TZVPD" relative_energy_kcal_mol=12.5 multiplicity=1 smiles="CNC(=O)NC" total_charge=0 homo_energy_ev=-9.52
C -2.33034 0.19950 0.04589
N -1.08744 -0.04724 0.76665
C 0.05786 0.36651 0.01623
O 0.06841 1.28370 -0.78524
N 1.13150 -0.41946 0.29809
C 2.36484 -0.29996 -0.44450
H -2.47540 1.24399 -0.25705
H -3.16930 -0.12633 0.66662
H -2.32178 -0.41361 -0.86144
H -1.09030 0.40796 1.67574
H 0.91373 -1.28233 0.77100
H 3.22931 -0.39741 0.21803
H 2.43524 -1.05269 -1.23944
H 2.37423 0.68634 -0.90867



14
Properties=species:S:1:pos:R:3 method="wB97M-V/def2-TZVPD" relative_energy_kcal_mol=11.5 multiplicity=1 smiles="CCNC(N)=O" total_charge=0 homo_energy_ev=-9.55
C 0.16349 -1.09878 2.30285
C -0.69405 -0.62427 1.14721
N -0.08479 -0.65132 -0.20000
C 0.24441 0.42440 -1.00449
N -0.82946 1.31674 -1.21838
O 1.33428 0.63015 -1.47705
H 0.47215 -2.14279 2.17329
H 1.06686 -0.51735 2.32158
H -0.38051 -1.08101 3.23833
H -1.02856 0.40134 1.32324
H -1.65334 -1.15342 1.01839
H 0.82379 -1.11330 -0.11707
H -0.55490 2.09829 -1.79016
H -1.56519 1.34178 -0.54041



What did the tenth record say?
14
Properties=species:S:1:pos:R:3 method="wB97M-V/def2-TZVPD" relative_energy_kcal_mol=58.7 multiplicity=1 total_charge=0 homo_energy_ev=-9.37
C -0.17819 1.35050 0.37908
C -0.45120 -0.08216 0.04550
C 0.69441 -1.05660 0.10425
N 1.83030 -0.57262 -0.66550
N -1.57350 -0.56931 -0.27345
O -2.66196 0.31040 -0.29975
H 0.49932 1.42621 1.22738
H -1.11159 1.85971 0.60649
H 0.28115 1.83559 -0.48145
H 0.36407 -2.00489 -0.32435
H 0.93217 -1.22743 1.17129
H 2.21980 0.26147 -0.23973
H 2.55830 -1.27716 -0.69182
H -3.40309 -0.25372 -0.55795